1.
{
  "formula": "C21H30BF5GaN7OTe",
  "method": "ωB97M-V/def2-TZVPD",
  "lumo_energy_ev": -0.42,
  "de_lowest_kcal_mol": 0.0,
  "homo_ev": -7.21,
  "gap_ev": 6.79,
  "elements": ["Ga", "C", "C", "C", "C", "C", "N", "N", "B", "N", "N", "C", "C", "C", "C", "C", "N", "N", "C", "C", "C", "C", "C", "H", "H", "H", "H", "H", "H", "H", "H", "H", "H", "H", "H", "H", "H", "H", "H", "H", "H", "H", "H", "H", "H", "F", "Te", "F", "F", "F", "F", "O", "C", "C", "C", "C", "C", "C", "N", "H", "H", "H", "H", "H", "H", "H", "H"],
  "coordinates": [[-0.3605, 0.7934, -0.2866], [-3.0841, -1.1436, -1.6243], [-2.0808, -1.7782, -0.7231], [-1.9326, -3.1304, -0.4055], [-0.8521, -3.2045, 0.4575], [-0.2460, -4.3989, 1.1133], [-0.3916, -1.9590, 0.6467], [-1.1410, -1.0847, -0.0819], [0.7475, -1.4217, 1.5551], [0.1133, -0.3580, 2.4555], [-0.6048, 0.6496, 1.8822], [-1.2974, 1.2380, 2.8591], [-2.3314, 2.2975, 2.6659], [-0.9759, 0.6346, 4.0811], [-0.0861, -0.3754, 3.7839], [0.5553, -1.3716, 4.6898], [1.8374, -0.7770, 0.6728], [1.5418, 0.2747, -0.1401], [2.6525, 0.6112, -0.8055], [2.6937, 1.6543, -1.8682], [3.6851, -0.2249, -0.3911], [3.1332, -1.0865, 0.5426], [3.7859, -2.1934, 1.2990], [-3.9527, -1.7933, -1.7199], [-3.4147, -0.1807, -1.2355], [-2.6596, -0.9735, -2.6158], [-2.5425, -3.9473, -0.7519], [-0.7757, -5.2951, 0.7980], [0.8045, -4.5082, 0.8422], [-0.3038, -4.3283, 2.1997], [1.2201, -2.3102, 2.1938], [-2.8202, 2.2114, 1.6986], [-3.0819, 2.1957, 3.4493], [-1.9053, 3.2933, 2.7424], [-1.3731, 0.8884, 5.0492], [0.2694, -1.1629, 5.7186], [0.2449, -2.3884, 4.4471], [1.6426, -1.3304, 4.6210], [1.8601, 1.5357, -2.5620], [2.6393, 2.6550, -1.4460], [3.6273, 1.5657, -2.4204], [4.7034, -0.2108, -0.7397], [4.8290, -2.2694, 1.0000], [3.7470, -2.0156, 2.3738], [3.2997, -3.1486, 1.1015], [1.1855, 5.6467, -0.0912], [0.1524, 4.1129, -0.0002], [0.5764, 3.9469, -1.8022], [1.7107, 3.1577, 0.3836], [0.0721, 4.4869, 1.8148], [-1.3153, 5.2012, -0.2706], [-0.8811, 2.6132, 0.0203], [0.9724, -1.2039, -2.6195], [-0.0664, -0.2050, -3.0373], [-0.5714, -0.0893, -4.3050], [-1.5210, 0.9602, -4.2845], [-1.5613, 1.4538, -3.0062], [-2.5141, 2.5090, -2.5421], [-0.6576, 0.7507, -2.2169], [1.0133, -1.9821, -3.3816], [0.7534, -1.6943, -1.6702], [1.9756, -0.7756, -2.5434], [-0.2807, -0.6999, -5.1463], [-2.1281, 1.3144, -5.1031], [-3.2820, 2.6312, -3.3062], [-2.0414, 3.4809, -2.4087], [-3.0108, 2.2564, -1.6058]]
}


2.
{
  "formula": "C29H44BF4LiO13",
  "method": "ωB97M-V/def2-TZVPD",
  "lumo_energy_ev": -1.64,
  "de_lowest_kcal_mol": 112.9,
  "homo_ev": -7.56,
  "gap_ev": 5.92,
  "elements": ["Li", "B", "F", "F", "F", "F", "C", "O", "H", "H", "H", "H", "C", "O", "H", "H", "H", "H", "C", "O", "H", "H", "H", "H", "C", "O", "H", "H", "H", "H", "C", "O", "H", "H", "H", "H", "C", "C", "C", "C", "C", "C", "O", "O", "H", "H", "H", "H", "H", "H", "C", "C", "C", "C", "C", "C", "O", "O", "H", "H", "H", "H", "H", "H", "C", "C", "C", "C", "C", "C", "O", "O", "H", "H", "H", "H", "H", "H", "C", "C", "C", "C", "C", "C", "O", "O", "H", "H", "H", "H", "H", "H"],
  "coordinates": [[-1.0077, 1.3680, 3.8992], [0.7446, 1.0266, 1.2171], [0.8881, -0.2727, 0.7612], [-0.3339, 1.5735, 0.5647], [0.3451, 0.8876, 2.4968], [1.7836, 1.8569, 1.1268], [4.8036, 3.3795, 0.6302], [3.6111, 3.7707, 1.3525], [5.7801, 3.5768, 0.9459], [4.7880, 3.9608, -0.3533], [4.9297, 2.2696, 0.4909], [2.7988, 3.0929, 0.9896], [3.7450, 1.3559, 4.1671], [3.4776, 1.1769, 5.4965], [3.0825, 2.3805, 3.8183], [3.1885, 0.7068, 3.4940], [4.7484, 1.6318, 3.9497], [2.9343, 0.3418, 5.5567], [-2.9694, 3.4983, 2.9274], [-1.5332, 3.0553, 2.8585], [-3.1391, 4.2315, 3.5250], [-3.5558, 2.7028, 3.3158], [-3.2470, 3.6987, 1.9333], [-1.1722, 3.6836, 2.3683], [1.2989, -1.8628, 4.3229], [2.0947, -1.4009, 5.4106], [0.6344, -1.2858, 4.0144], [0.6248, -2.8499, 4.3354], [2.2310, -2.0405, 3.7161], [1.7003, -1.7141, 6.2882], [5.0318, -0.4787, 0.6382], [4.0779, -0.7156, 1.6216], [5.9810, -0.1432, 0.7305], [4.3968, 0.3223, -0.1862], [5.2987, -1.3816, 0.4811], [3.1419, -0.4813, 1.3245], [2.0793, -2.6422, -1.6427], [3.2527, -3.3743, -1.4788], [3.5857, -4.3554, -2.3626], [2.8307, -4.5149, -3.5150], [1.8301, -3.6731, -3.7432], [1.4234, -2.6870, -2.8350], [0.2690, -2.0666, -3.1695], [4.6989, -5.0293, -2.1208], [1.7713, -2.0855, -0.5520], [3.8013, -3.0896, -0.5520], [3.1725, -5.4246, -4.1639], [1.4129, -3.5851, -4.7506], [0.0472, -1.3098, -2.7865], [5.0191, -5.7785, -2.7073], [-3.3066, -0.2267, -3.8855], [-2.0389, 0.1638, -3.6201], [-1.6436, 0.1283, -2.2514], [-2.4728, -0.2283, -1.2830], [-3.7308, -0.5516, -1.6301], [-4.2929, -0.6775, -2.9351], [-5.6022, -1.1758, -3.1085], [-0.3350, 0.7958, -2.0465], [-3.5501, -0.4982, -4.8916], [-1.0930, 0.2752, -4.3736], [-2.1471, -0.3231, -0.1760], [-4.2753, -0.8361, -0.7406], [-5.8170, -2.1240, -2.8536], [-0.3887, 1.0495, -1.2101], [-2.5867, 6.7226, -1.8536], [-1.5050, 6.0282, -2.2828], [-1.3798, 4.6387, -2.1381], [-2.3587, 3.9710, -1.4132], [-3.4189, 4.6387, -1.0488], [-3.6595, 5.9885, -1.2590], [-4.8347, 6.4941, -0.8483], [-0.5168, 3.9430, -2.9685], [-2.3581, 7.5621, -2.1458], [-1.0002, 6.4596, -3.0485], [-2.3373, 2.8301, -1.1890], [-4.0461, 3.9442, -0.4681], [-4.9513, 7.4869, -1.0254], [-0.6425, 2.9904, -2.9085], [-1.8399, -4.5957, 1.7948], [-2.6750, -5.4752, 1.1008], [-3.1386, -5.2404, -0.2014], [-2.6651, -4.0412, -0.8114], [-1.7665, -3.2049, -0.2658], [-1.2429, -3.4797, 1.1031], [-0.1901, -2.7768, 1.5915], [-4.0156, -6.1710, -0.8247], [-1.5338, -4.6795, 2.9178], [-2.8884, -6.4225, 1.6686], [-2.9602, -3.4469, -1.6950], [-1.3529, -2.3501, -0.9037], [-0.2168, -1.9036, 1.1675], [-3.6223, -6.9880, -0.8882]]
}


3.
{
  "formula": "C4H4BrF3",
  "method": "ωB97M-V/def2-TZVPD",
  "smiles": "FC(F)=C(F)CCBr",
  "lumo_energy_ev": 0.66,
  "de_lowest_kcal_mol": 20.7,
  "homo_ev": -9.34,
  "gap_ev": 10.00,
  "elements": ["F", "C", "F", "C", "F", "C", "C", "Br", "H", "H", "H", "H"],
  "coordinates": [[0.1142, 2.1594, -1.5113], [-0.0038, 2.1576, -0.1786], [-0.1760, 3.2507, 0.5632], [0.1370, 0.8994, 0.5055], [-0.0458, 0.8027, 1.8403], [0.4364, -0.4324, -0.3031], [-0.3524, -1.6247, 0.2345], [-0.3856, -3.0860, -1.0754], [1.5122, -0.6276, -0.2832], [0.1148, -0.2172, -1.4120], [-1.4249, -1.2643, 0.3971], [0.0739, -2.0176, 1.2232]]
}


4.
{
  "formula": "C5H36NO15",
  "method": "ωB97M-V/def2-TZVPD",
  "lumo_energy_ev": 2.35,
  "de_lowest_kcal_mol": 32.2,
  "total_charge": -1,
  "homo_ev": -6.82,
  "gap_ev": 9.17,
  "elements": ["C", "N", "C", "O", "O", "C", "C", "C", "H", "H", "H", "H", "H", "H", "H", "H", "H", "H", "H", "H", "O", "H", "H", "O", "H", "H", "O", "H", "H", "O", "H", "H", "O", "H", "H", "O", "H", "H", "O", "H", "H", "O", "H", "H", "O", "H", "H", "O", "H", "H", "O", "H", "H", "O", "H", "H", "O"],
  "coordinates": [[-0.5735, -0.2417, -1.7481], [0.5098, 0.4275, -1.0498], [0.5018, 0.6127, 0.3303], [-0.6301, 0.7345, 0.8714], [1.6710, 0.7902, 0.8295], [-0.6728, -1.7433, -1.5084], [0.6733, -2.4711, -1.4403], [1.2327, -2.5328, -2.8900], [-0.5396, 0.0455, -2.8005], [-1.5068, 0.2604, -1.5008], [1.4057, 0.5425, -1.5050], [-1.2907, -2.1106, -2.3313], [-1.1360, -1.9784, -0.5534], [1.3679, -1.9370, -0.7964], [0.5405, -3.5202, -1.2017], [1.0278, -1.5804, -3.3810], [0.6154, -3.2571, -3.4400], [2.2352, -2.8765, -3.1446], [2.1995, -2.3525, 3.1477], [0.7046, -2.5067, 3.4798], [1.4959, -3.0030, 3.2197], [0.6268, 2.6086, 3.3925], [-0.1162, 2.1706, 2.0831], [-0.2322, 2.3809, 3.0244], [1.3655, 3.4452, 0.0128], [2.2796, 2.5113, 0.7742], [2.3025, 3.2495, 0.1240], [3.1702, -0.2941, 0.2750], [4.0856, 0.8061, 0.5356], [4.0797, -0.0214, 0.0409], [1.8222, 0.5091, 2.7239], [2.1122, -0.2901, 4.0304], [1.8794, 0.5779, 3.6992], [-1.3275, 2.5335, -2.2580], [-2.5016, 2.8715, -2.9893], [-2.0203, 2.0668, -2.7460], [-0.7348, -2.0021, 1.8130], [0.0888, -3.3357, 1.7139], [-0.7775, -2.9558, 1.8796], [-1.7768, 3.2612, -0.2010], [-0.4507, 3.3314, -0.9353], [-1.2130, 3.8738, -0.6906], [3.4921, 1.2827, -1.9140], [3.4189, -0.1969, -1.8848], [3.2580, 0.5400, -2.4823], [-3.3038, -1.8653, 0.1206], [-3.2643, -2.7812, -1.0981], [-3.8456, -2.4797, -0.3895], [-4.0873, -0.7113, -2.3451], [-3.7731, 0.7070, -2.9535], [-3.9519, -0.2164, -3.1603], [-2.0555, 1.9139, 2.8134], [-3.1934, 2.6888, 2.1228], [-2.7860, 2.5361, 2.9781], [-0.8992, -0.1211, 2.2823], [-0.5997, 0.4159, 3.7815], [-0.9030, -0.3130, 3.2389]]
}


5.
{
  "formula": "C25H51ClFN4O5P2",
  "method": "ωB97M-V/def2-TZVPD",
  "smiles": "CCCCCC[C@@]1(P(C)C)O[C@](CC(=O)F)(P(O)Cl)NC(N(COCCC)OC[C@@H](C)C(C)C)=[N+]1CCN",
  "lumo_energy_ev": -3.06,
  "total_charge": 1,
  "homo_ev": -11.49,
  "gap_ev": 8.43,
  "elements": ["C", "C", "C", "C", "C", "C", "C", "P", "C", "C", "O", "C", "C", "C", "O", "F", "P", "O", "Cl", "N", "C", "N", "C", "O", "C", "C", "C", "O", "C", "C", "C", "C", "C", "C", "N", "C", "C", "N", "H", "H", "H", "H", "H", "H", "H", "H", "H", "H", "H", "H", "H", "H", "H", "H", "H", "H", "H", "H", "H", "H", "H", "H", "H", "H", "H", "H", "H", "H", "H", "H", "H", "H", "H", "H", "H", "H", "H", "H", "H", "H", "H", "H", "H", "H", "H", "H", "H", "H", "H"],
  "coordinates": [[-5.7215, -2.3229, -3.5204], [-5.4611, -2.8071, -2.0960], [-4.2634, -2.0834, -1.4483], [-3.0328, -2.9736, -1.3191], [-1.8624, -2.4444, -0.4649], [-0.6032, -2.0605, -1.2530], [-0.4550, -0.6045, -1.7653], [0.0984, -0.4889, -3.5747], [1.4408, -1.7567, -3.5807], [-1.2788, -1.4146, -4.3404], [-1.7583, 0.0214, -1.6839], [-1.9440, 1.2934, -1.1237], [-3.4421, 1.3561, -0.7843], [-3.7789, 2.0268, 0.5232], [-4.4509, 1.5861, 1.3725], [-3.2126, 3.2641, 0.6559], [-1.3238, 2.7242, -2.2819], [-2.1873, 3.9981, -1.8039], [-2.3663, 2.1287, -3.9378], [-1.2197, 1.3529, 0.1748], [-0.0728, 0.6054, 0.2358], [0.4320, 0.4331, 1.4298], [-0.1351, 1.0911, 2.6267], [0.1592, 2.4367, 2.6414], [1.5010, 2.7405, 3.0665], [1.6738, 4.2552, 3.1146], [2.9633, 4.7125, 2.4367], [1.6248, -0.2260, 1.5481], [1.4382, -1.5542, 2.0984], [2.8044, -2.1837, 2.2916], [3.5204, -2.4273, 0.9545], [3.6943, -1.4730, 3.3345], [2.9560, -1.3039, 4.6720], [4.3246, -0.1447, 2.8566], [0.5235, 0.0780, -0.8836], [1.5698, 0.9810, -1.4781], [2.2667, 1.9240, -0.5003], [3.2862, 2.7247, -1.1765], [-6.0383, -1.2782, -3.5317], [-4.8098, -2.3961, -4.1208], [-6.4848, -2.9195, -4.0194], [-5.2492, -3.8787, -2.1293], [-6.3545, -2.6660, -1.4876], [-4.5439, -1.6979, -0.4621], [-4.0244, -1.2143, -2.0683], [-2.6710, -3.2157, -2.3237], [-3.3651, -3.9216, -0.8895], [-1.5572, -3.2602, 0.1949], [-2.1913, -1.6321, 0.1919], [-0.5294, -2.7562, -2.0878], [0.2854, -2.2367, -0.6453], [1.0344, -2.7628, -3.6869], [2.0074, -1.7320, -2.6493], [2.1088, -1.5573, -4.4171], [-1.1717, -1.3262, -5.4222], [-2.2351, -0.9820, -4.0469], [-1.2801, -2.4744, -4.0820], [-4.0200, 1.7896, -1.6047], [-3.7758, 0.3304, -0.6600], [-3.1427, 3.9647, -1.9450], [-1.0239, 2.3068, 0.4854], [-1.2160, 0.9823, 2.5612], [0.2532, 0.5513, 3.4929], [1.6645, 2.2758, 4.0453], [2.2203, 2.2941, 2.3730], [1.6862, 4.5773, 4.1560], [0.8048, 4.7081, 2.6353], [3.0387, 4.3258, 1.4174], [3.0045, 5.7997, 2.3772], [3.8429, 4.3787, 2.9886], [0.8826, -1.4969, 3.0369], [0.8493, -2.1381, 1.3843], [2.5697, -3.1619, 2.7260], [4.0277, -3.3917, 0.9645], [4.2800, -1.6729, 0.7516], [2.8207, -2.4352, 0.1154], [4.5175, -2.1671, 3.5198], [2.1951, -2.0738, 4.8199], [2.4848, -0.3207, 4.7533], [3.6503, -1.3880, 5.5079], [3.9623, 0.1565, 1.8751], [4.1065, 0.6646, 3.5542], [5.4079, -0.2264, 2.7751], [1.1366, 1.5898, -2.2704], [2.3309, 0.3353, -1.9184], [1.5386, 2.6204, -0.0706], [2.7381, 1.3601, 0.3016], [2.9137, 3.6239, -1.4546], [3.6133, 2.2810, -2.0276]]
}


6.
{
  "formula": "C3H4N2O",
  "method": "ωB97M-V/def2-TZVPD",
  "smiles": "On1cccn1",
  "lumo_energy_ev": 0.94,
  "de_lowest_kcal_mol": 71.3,
  "homo_ev": -9.18,
  "gap_ev": 10.13,
  "elements": ["O", "N", "C", "C", "C", "N", "H", "H", "H", "H"],
  "coordinates": [[-2.1985, -0.0158, -0.0796], [-0.8502, -0.0865, -0.0811], [-0.0992, 1.0227, -0.0485], [1.2023, 0.5539, -0.0661], [1.1207, -0.8289, -0.0596], [-0.1890, -1.2465, -0.0505], [-2.3823, -1.0034, 0.2827], [-0.5516, 1.9943, 0.0435], [2.0654, 1.2617, 0.0811], [1.8823, -1.6515, -0.0219]]
}


7.
{
  "formula": "C35H31GeN2OPtS2",
  "method": "ωB97M-V/def2-TZVPD",
  "lumo_energy_ev": [-0.52, -1.32],
  "de_lowest_kcal_mol": 0.0,
  "spin_multiplicity": 2,
  "homo_ev": [-7.00, -8.61],
  "gap_ev": [6.48, 7.29],
  "elements": ["Pt", "C", "C", "C", "C", "C", "C", "C", "C", "S", "C", "N", "C", "C", "C", "C", "C", "C", "C", "C", "H", "H", "H", "H", "H", "H", "H", "H", "H", "H", "H", "H", "H", "H", "H", "H", "O", "S", "N", "C", "C", "C", "C", "C", "C", "Ge", "C", "C", "C", "C", "C", "C", "C", "C", "C", "C", "C", "C", "H", "H", "H", "H", "H", "H", "H", "H", "H", "H", "H", "H", "H", "H", "H"],
  "coordinates": [[-1.5052, -1.6381, 0.8048], [3.3159, 0.4537, -3.5654], [2.6180, -0.9003, -3.3715], [3.3587, -1.9758, -4.1772], [1.1921, -0.7862, -3.9094], [2.6418, -1.2647, -1.8879], [3.8824, -1.4282, -1.2398], [3.9850, -1.7417, 0.0980], [2.8095, -1.8947, 0.8251], [2.5889, -2.2921, 2.5037], [0.8870, -2.2088, 2.2899], [0.5076, -1.8872, 1.0784], [1.5744, -1.7220, 0.2083], [1.4839, -1.4164, -1.1483], [-0.1548, -2.4409, 3.2695], [0.0766, -2.7610, 4.6041], [-1.0040, -2.9460, 5.4474], [-2.2954, -2.7966, 4.9536], [-2.5278, -2.4642, 3.6229], [-1.4556, -2.3019, 2.7539], [3.3367, 0.7143, -4.6257], [4.3447, 0.4344, -3.2023], [2.7806, 1.2442, -3.0357], [3.3322, -1.7261, -5.2397], [2.8881, -2.9517, -4.0440], [4.4052, -2.0620, -3.8826], [1.2251, -0.5465, -4.9736], [0.6321, 0.0070, -3.4108], [0.6416, -1.7226, -3.7961], [4.7954, -1.3007, -1.8070], [4.9527, -1.8620, 0.5665], [0.5033, -1.2885, -1.5888], [1.0896, -2.8572, 4.9790], [-0.8441, -3.1962, 6.4876], [-3.1397, -2.9340, 5.6180], [-3.5401, -2.3159, 3.2766], [-4.9950, -0.9192, 2.1942], [-4.7556, -1.2230, 0.7859], [-3.3853, -1.5172, 0.2850], [-4.4677, 3.2169, 2.6013], [-4.1797, 3.5321, 1.2809], [-3.2269, 2.8013, 0.5841], [-2.5561, 1.7432, 1.1952], [-2.8676, 1.4272, 2.5171], [-3.8120, 2.1615, 3.2180], [-1.1962, 0.7423, 0.2188], [-1.3772, 1.1109, -1.6981], [-0.8239, 2.2546, -2.2769], [-0.9802, 2.5146, -3.6325], [-1.6989, 1.6347, -4.4295], [-2.2653, 0.4999, -3.8658], [-2.1028, 0.2393, -2.5116], [0.5787, 1.2652, 0.8681], [1.6400, 1.5664, 0.0174], [2.9032, 1.8500, 0.5189], [3.1261, 1.8293, 1.8881], [2.0792, 1.5320, 2.7510], [0.8176, 1.2549, 2.2434], [-5.2122, 3.7849, 3.1446], [-4.6989, 4.3466, 0.7915], [-3.0131, 3.0545, -0.4488], [-2.4011, 0.5734, 2.9974], [-4.0523, 1.8929, 4.2387], [-0.2718, 2.9609, -1.6662], [-0.5442, 3.4068, -4.0643], [-1.8210, 1.8356, -5.4863], [-2.8349, -0.1849, -4.4814], [-2.5570, -0.6452, -2.0782], [1.4894, 1.5661, -1.0555], [3.7139, 2.0795, -0.1622], [4.1108, 2.0464, 2.2828], [2.2450, 1.5169, 3.8212], [0.0112, 1.0253, 2.9322]]
}


Taking the records one at a time from the top gives E values of -3993.97974 -2541.12580 -3028.35973 -1395.57939 -2820.90784 -301.37353 -4529.70920 Eh.
Taking the records one at a time from the top gives molar mass values of 699.6 694.4 189.0 350.3 604.1 84.1 827.5 g/mol.